No. 1
89
Properties=species:S:1:pos:R:3:lowdin_charge:R:1 method="wB97M-V/def2-TZVPD" e_lumo_ev=-1.58 smiles="CC(C)[C@@H](C)COc1ccc(CCCI)c2nc(P(=O)(O)O)c(I)nc12.CC(C)=O.CC(C)=O.CC(C)=O.CC(C)=O" e_homo_ev=-8.46
C 1.97 -1.51 1.10 -0.09
C 0.58 -1.56 0.25 -0.35
C -0.47 -2.37 1.16 -0.09
C 0.83 -2.17 -1.21 -0.28
C 1.50 -3.66 -1.15 -0.08
C -0.48 -2.29 -2.14 -0.17
O -0.76 -1.12 -2.96 -0.14
C -1.06 0.03 -2.18 -0.14
C -0.04 1.22 -2.30 0.04
C -0.29 2.56 -1.52 0.00
C -1.53 2.65 -0.61 -0.10
C -1.73 4.05 0.19 -0.16
C -0.46 4.20 1.19 -0.32
C -0.91 4.22 2.76 -0.61
I 0.94 3.84 3.91 0.67
C -2.59 1.48 -0.43 -0.11
N -3.68 1.75 0.47 0.11
C -4.52 0.59 0.48 -0.26
P -6.03 0.67 1.67 0.63
O -5.99 -0.53 2.67 -0.40
O -7.48 0.76 0.79 -0.19
O -5.85 2.08 2.64 -0.20
C -4.36 -0.72 -0.34 -0.62
I -5.79 -2.37 -0.19 0.86
N -3.26 -0.92 -1.22 0.05
C -2.34 0.19 -1.26 -0.08
H 2.04 -2.47 1.75 0.07
H 2.90 -1.42 0.44 0.08
H 1.90 -0.62 1.84 0.08
H 0.24 -0.45 0.19 0.12
H 0.00 -3.11 1.89 0.08
H -1.30 -2.91 0.58 0.07
H -1.01 -1.58 1.82 0.09
H 1.59 -1.52 -1.80 0.15
H 0.79 -4.47 -1.56 0.08
H 2.45 -3.72 -1.80 0.09
H 1.71 -3.98 -0.05 0.08
H -1.41 -2.64 -1.54 0.12
H -0.28 -3.16 -2.88 0.13
H 0.88 1.10 -2.98 0.10
H 0.46 3.42 -1.63 0.12
H -2.66 4.04 0.86 0.09
H -1.84 4.92 -0.54 0.11
H 0.19 3.27 1.07 0.07
H 0.19 5.10 0.91 0.11
H -1.60 3.33 2.99 0.06
H -1.41 5.21 3.06 0.06
H -7.26 0.37 -0.10 0.04
H -5.52 1.78 3.52 0.08
C 0.66 -1.39 -8.17 -0.03
C 1.35 -0.97 -6.91 -0.50
C 0.49 -0.46 -5.78 -0.02
O 2.56 -1.05 -6.79 0.06
H 1.40 -1.74 -8.89 0.08
H -0.04 -2.21 -7.96 0.08
H 0.13 -0.54 -8.60 0.08
H -0.21 -1.23 -5.47 0.08
H -0.05 0.44 -6.11 0.07
H 1.13 -0.19 -4.93 0.07
C 3.13 0.12 5.24 -0.02
C 2.02 -0.89 5.10 -0.49
C 0.78 -0.67 5.92 -0.02
O 2.13 -1.85 4.36 0.03
H 3.96 -0.17 4.60 0.09
H 2.78 1.11 4.94 0.05
H 3.48 0.14 6.28 0.09
H 0.32 0.29 5.65 0.08
H 1.02 -0.68 6.99 0.09
H 0.06 -1.47 5.72 0.08
C 4.89 -3.47 8.27 -0.03
C 4.98 -3.04 6.83 -0.50
C 4.26 -3.88 5.81 -0.03
O 5.62 -2.06 6.50 0.05
H 5.46 -2.78 8.89 0.08
H 3.85 -3.46 8.59 0.08
H 5.31 -4.47 8.39 0.08
H 3.19 -3.88 6.03 0.08
H 4.65 -4.90 5.82 0.09
H 4.41 -3.45 4.82 0.08
C -0.43 4.57 -7.02 -0.02
C -0.63 3.53 -5.95 -0.51
C -2.02 3.00 -5.74 -0.02
O 0.30 3.13 -5.27 0.05
H 0.63 4.85 -7.05 0.08
H -0.71 4.16 -7.99 0.09
H -1.02 5.45 -6.79 0.09
H -2.38 2.52 -6.66 0.09
H -2.69 3.82 -5.46 0.09
H -2.02 2.26 -4.94 0.08


No. 2
83
Properties=species:S:1:pos:R:3:lowdin_charge:R:1 method="wB97M-V/def2-TZVPD" e_lumo_ev="-7.67 / -9.01" e_homo_ev="-13.75 / -13.54" charge=+2
C 4.50 -0.39 -4.39 -0.01
C 4.61 -0.61 -3.01 -0.23
C 5.04 0.48 -2.24 -0.01
C 4.97 1.76 -2.80 -0.15
N 4.63 1.96 -4.07 0.06
C 4.39 0.92 -4.87 -0.11
C 4.22 -1.89 -2.44 0.10
C 3.58 -2.60 -1.66 0.06
C 2.56 -3.26 -0.91 -0.21
C 1.44 -3.78 -1.63 0.02
C 0.22 -3.93 -0.95 -0.07
C 0.26 -3.23 0.23 -0.28
C 1.29 -3.34 1.13 -0.08
C 2.54 -3.17 0.50 0.00
Cd -1.05 -1.69 0.50 1.09
P -0.22 0.69 -0.74 0.91
H 5.44 0.34 -1.24 0.12
H 4.46 -1.23 -5.08 0.12
H 5.20 2.66 -2.20 0.12
H 4.10 1.12 -5.91 0.12
H 3.42 -2.88 1.08 0.14
H 1.46 -3.91 -2.71 0.14
H 1.16 -3.36 2.21 0.12
H -0.67 -4.41 -1.36 0.12
C -1.72 1.82 -0.66 -0.40
C -1.66 3.22 -1.26 -0.13
H -1.95 1.90 0.41 0.05
H -2.57 1.26 -1.10 0.06
H -2.65 3.69 -1.19 0.09
H -0.95 3.86 -0.72 0.07
H -1.38 3.21 -2.32 0.06
C 1.23 1.79 -0.42 -0.40
C 1.72 2.71 -1.54 -0.13
H 2.04 1.10 -0.15 0.07
H 1.04 2.39 0.48 0.06
H 2.61 3.27 -1.23 0.09
H 2.02 2.15 -2.43 0.05
H 0.96 3.44 -1.86 0.07
C 0.02 0.20 -2.52 -0.39
C -0.37 1.20 -3.60 -0.13
H -0.57 -0.72 -2.64 0.05
H 1.08 -0.09 -2.62 0.08
H -0.21 0.76 -4.59 0.09
H -1.42 1.49 -3.54 0.07
H 0.23 2.12 -3.57 0.06
Br -2.73 -2.36 2.33 -0.05
P -0.37 0.81 3.22 1.13
C -0.14 2.63 3.16 -0.39
C -0.64 3.50 4.31 -0.11
H -0.69 2.93 2.25 0.07
H 0.92 2.83 2.98 0.09
H -0.40 4.55 4.10 0.10
H -1.72 3.46 4.44 0.08
H -0.18 3.26 5.28 0.08
C -1.67 0.42 4.47 -0.38
C -1.23 -0.01 5.87 -0.12
H -2.21 -0.42 4.01 -0.04
H -2.35 1.28 4.54 0.09
H -2.10 -0.32 6.46 0.10
H -0.58 -0.89 5.85 0.08
H -0.71 0.78 6.42 0.07
C 1.08 -0.04 3.94 -0.38
C 1.77 0.78 5.00 -0.11
H 1.76 -0.28 3.11 0.08
H 0.75 -1.01 4.35 0.09
H 2.72 0.32 5.30 0.10
H 2.00 1.79 4.67 0.07
H 1.18 0.86 5.91 0.06
C -4.92 -0.69 -1.55 -0.06
C -4.02 -1.20 -0.46 -0.34
O -2.79 -1.73 -1.00 -0.39
C -2.93 -2.67 -2.09 -0.25
C -3.82 -3.87 -1.78 -0.06
H -4.39 -0.03 -2.24 0.09
H -5.73 -0.12 -1.10 0.10
H -5.35 -1.53 -2.10 0.08
H -3.73 -0.40 0.23 0.07
H -4.48 -1.97 0.18 0.07
H -3.31 -2.08 -2.94 0.12
H -1.90 -3.01 -2.32 0.09
H -4.88 -3.60 -1.84 0.08
H -3.63 -4.64 -2.53 0.09
H -3.62 -4.31 -0.78 0.09


No. 3
84
Properties=species:S:1:pos:R:3:lowdin_charge:R:1 method="wB97M-V/def2-TZVPD" e_lumo_ev=-9.52 e_homo_ev=-15.34 charge=+3
In 0.19 -0.55 -0.76 0.58
P 0.82 -2.75 -1.87 0.75
P 2.59 0.08 0.16 0.77
P -2.08 0.73 -0.80 0.80
H 1.83 4.20 -0.13 0.06
C 0.78 4.33 0.15 -0.07
C 0.38 4.22 1.43 -0.07
H 1.08 3.98 2.23 0.06
C 1.88 -2.47 -3.34 -0.22
C 1.82 -3.92 -0.87 -0.22
C -0.62 -3.71 -2.47 -0.22
C 2.72 1.55 1.22 -0.23
C 3.32 -1.21 1.24 -0.22
C 3.93 0.35 -1.05 -0.23
C -2.28 2.22 0.21 -0.20
C -3.47 -0.37 -0.32 -0.21
C -2.62 1.32 -2.43 -0.25
H 0.09 4.65 -0.64 0.07
H -0.66 4.42 1.73 0.06
H 1.35 -2.83 -4.23 0.08
H 2.81 -3.05 -3.20 0.08
H 2.15 -1.41 -3.48 0.03
H 1.81 -4.92 -1.34 0.09
H 1.40 -4.00 0.15 0.05
H 2.87 -3.57 -0.82 0.06
H -0.29 -4.63 -2.97 0.08
H -1.20 -3.09 -3.18 0.07
H -1.26 -3.97 -1.61 0.06
H 3.76 1.92 1.25 0.09
H 2.42 1.29 2.25 0.03
H 2.07 2.37 0.88 0.00
H 4.42 -1.10 1.26 0.08
H 3.08 -2.21 0.87 0.02
H 2.93 -1.11 2.26 0.03
H 4.90 0.38 -0.53 0.08
H 3.77 1.31 -1.56 0.07
H 3.95 -0.45 -1.79 0.04
H -3.04 2.87 -0.24 0.09
H -1.35 2.79 0.30 0.01
H -2.61 1.94 1.21 0.02
H -4.38 -0.03 -0.84 0.08
H -3.61 -0.33 0.76 0.05
H -3.26 -1.41 -0.62 0.05
H -3.71 1.41 -2.47 0.09
H -2.26 0.61 -3.18 0.03
H -2.15 2.29 -2.62 0.07
C -0.34 0.79 -5.02 -0.30
C 0.52 0.29 -6.02 -0.02
C 0.54 0.90 -7.28 -0.05
C -0.27 2.01 -7.54 -0.06
C -1.18 2.45 -6.57 -0.05
C -1.25 1.80 -5.33 -0.02
O -0.32 0.25 -3.74 -0.11
H 0.56 -0.12 -3.46 0.05
H 1.15 -0.58 -5.81 0.10
H 1.20 0.53 -8.06 0.12
H -0.20 2.54 -8.50 0.12
H -1.84 3.29 -6.76 0.12
H -2.02 2.10 -4.64 0.08
N -0.48 -0.99 1.45 -0.42
S 0.22 -0.67 2.85 1.02
C -0.50 0.79 3.58 -0.43
C -1.85 1.09 3.40 -0.10
C -2.37 2.27 3.93 -0.05
C -1.57 3.10 4.72 -0.03
C -0.24 2.75 4.97 -0.04
C 0.31 1.62 4.38 -0.09
C -0.24 -1.92 4.05 -0.36
C -0.71 -1.60 5.34 -0.05
C -1.11 -2.63 6.21 -0.03
C -1.00 -3.96 5.80 -0.03
C -0.47 -4.29 4.54 -0.04
C -0.08 -3.26 3.67 -0.10
H -1.06 -1.83 1.49 0.02
H -2.47 0.39 2.84 0.10
H -3.41 2.55 3.73 0.13
H -1.97 4.02 5.13 0.13
H 0.38 3.37 5.62 0.13
H 1.35 1.33 4.54 0.12
H -0.77 -0.56 5.66 0.11
H -1.50 -2.38 7.19 0.13
H -1.31 -4.76 6.48 0.13
H -0.35 -5.33 4.24 0.12
H 0.35 -3.50 2.70 0.09


No. 4
84
Properties=species:S:1:pos:R:3:lowdin_charge:R:1 method="wB97M-V/def2-TZVPD" e_lumo_ev="-8.93 / -8.73" e_homo_ev="-16.55 / -16.55" charge=+3 multiplicity=4
Nd 0.24 -0.23 -0.58 1.05
P -1.92 -1.00 1.34 0.70
P 0.86 -2.96 -1.14 0.68
P -2.34 -1.19 -2.02 0.69
H -0.26 3.34 -1.30 0.06
C -1.19 2.76 -1.35 -0.08
C -1.79 2.32 -0.23 -0.08
H -1.31 2.43 0.75 0.05
C -1.34 -0.42 2.97 -0.26
C -2.17 -2.77 1.74 -0.25
C -3.62 -0.34 1.34 -0.25
C 1.85 -3.19 -2.67 -0.26
C 2.05 -3.59 0.09 -0.27
C -0.24 -4.41 -1.26 -0.25
C -3.61 0.11 -2.27 -0.25
C -3.43 -2.62 -1.66 -0.25
C -1.89 -1.55 -3.76 -0.27
H -1.59 2.61 -2.36 0.07
H -2.81 1.92 -0.21 0.04
H -0.97 0.61 2.91 0.03
H -0.52 -1.05 3.34 0.02
H -2.18 -0.47 3.68 0.07
H -1.21 -3.24 1.98 0.05
H -2.62 -3.30 0.88 0.02
H -2.84 -2.86 2.60 0.07
H -3.59 0.75 1.25 0.04
H -4.10 -0.60 2.30 0.07
H -4.21 -0.76 0.52 0.02
H 2.34 -4.18 -2.63 0.07
H 2.60 -2.40 -2.76 0.04
H 1.20 -3.14 -3.55 0.05
H 2.37 -4.59 -0.23 0.07
H 1.59 -3.63 1.08 0.03
H 2.92 -2.92 0.14 0.05
H 0.37 -5.32 -1.31 0.08
H -0.86 -4.34 -2.17 0.05
H -0.90 -4.47 -0.39 0.04
H -4.13 -0.10 -3.21 0.07
H -3.13 1.10 -2.32 0.02
H -4.33 0.12 -1.45 0.05
H -4.03 -2.84 -2.55 0.07
H -4.10 -2.42 -0.82 0.04
H -2.82 -3.50 -1.41 0.02
H -2.81 -1.61 -4.36 0.07
H -1.34 -2.50 -3.83 0.04
H -1.24 -0.75 -4.17 0.02
C 1.27 2.07 -4.38 -0.47
C 0.77 3.36 -4.15 -0.11
C 0.90 4.35 -5.14 -0.04
C 1.50 4.04 -6.37 -0.03
C 1.95 2.73 -6.62 -0.04
C 1.84 1.76 -5.62 -0.11
Se 1.19 0.58 -3.04 0.80
H 1.74 1.29 -1.77 -0.11
H 0.29 3.59 -3.21 0.06
H 0.53 5.36 -4.96 0.13
H 1.62 4.81 -7.13 0.13
H 2.40 2.47 -7.58 0.13
H 2.19 0.74 -5.81 0.11
N 1.38 1.03 0.92 -0.55
S 2.56 0.97 2.08 1.14
C 2.06 -0.26 3.32 -0.38
C 1.55 0.10 4.57 -0.06
C 1.18 -0.89 5.49 -0.03
C 1.35 -2.24 5.17 -0.03
C 1.89 -2.60 3.93 -0.05
C 2.25 -1.61 3.01 -0.11
C 2.21 2.46 2.96 -0.44
C 0.93 3.03 3.01 -0.10
C 0.70 4.15 3.81 -0.04
C 1.74 4.71 4.56 -0.02
C 3.03 4.16 4.49 -0.03
C 3.27 3.05 3.68 -0.06
H 1.23 2.04 0.74 0.00
H 1.42 1.15 4.83 0.12
H 0.78 -0.60 6.46 0.13
H 1.07 -3.01 5.89 0.13
H 2.05 -3.65 3.68 0.12
H 2.71 -1.87 2.06 0.08
H 0.11 2.60 2.44 0.07
H -0.30 4.58 3.85 0.12
H 1.56 5.57 5.21 0.13
H 3.85 4.58 5.07 0.13
H 4.26 2.61 3.58 0.13


No. 5
82
Properties=species:S:1:pos:R:3:lowdin_charge:R:1 method="wB97M-V/def2-TZVPD" e_lumo_ev="-3.49 / -3.50" e_homo_ev="-8.33 / -8.36" charge=+1 multiplicity=3
Ti -2.41 -1.49 -2.00 0.61
C 0.70 0.21 -0.11 -0.24
C 0.01 -0.72 0.70 -0.25
C 0.64 -1.78 -1.24 -0.28
C 1.20 -0.47 -1.24 -0.25
C -0.10 -1.95 -0.02 -0.28
C 0.94 1.64 0.21 -0.05
H 0.12 2.10 0.77 0.06
H 1.10 2.26 -0.69 0.06
H 1.85 1.76 0.82 0.09
C 2.28 0.01 -2.14 -0.05
H 2.15 1.06 -2.43 0.05
H 2.34 -0.60 -3.04 0.06
H 3.25 -0.08 -1.62 0.10
C 0.93 -2.85 -2.22 -0.06
H 1.27 -2.44 -3.18 0.06
H 0.05 -3.45 -2.46 0.03
H 1.70 -3.55 -1.87 0.09
C -0.56 -3.24 0.56 -0.07
H 0.28 -3.82 1.00 0.10
H -1.01 -3.88 -0.21 0.02
H -1.32 -3.08 1.34 0.07
C -0.41 -0.51 2.10 -0.07
H 0.32 -0.93 2.82 0.09
H -1.36 -1.02 2.32 0.06
H -0.51 0.55 2.34 0.07
C -2.80 2.93 1.24 -0.11
C -2.77 3.28 2.54 -0.10
C -3.34 2.42 3.63 -0.17
C -4.84 2.03 3.44 -0.19
C -5.03 0.57 3.12 -0.10
C -4.23 -0.12 2.31 -0.11
C -3.41 0.45 1.18 -0.21
C -3.73 1.87 0.71 -0.20
H -3.26 2.96 4.59 0.11
H -5.27 2.70 2.68 0.11
H -2.71 1.52 3.73 0.12
H -4.75 2.10 0.99 0.10
H -2.16 3.43 0.51 0.09
H -2.20 4.16 2.85 0.11
H -3.71 1.91 -0.39 0.09
H -2.35 0.40 1.39 0.07
H -4.22 -1.22 2.37 0.10
H -3.52 -0.22 0.32 0.05
H -5.39 2.25 4.37 0.11
H -5.84 0.06 3.66 0.11
P -4.65 -1.03 -2.40 0.76
P -3.29 -3.60 -1.90 0.71
C -5.74 -2.54 -2.58 -0.36
C -4.89 -3.79 -2.83 -0.38
H -6.47 -2.36 -3.38 0.09
H -6.29 -2.62 -1.62 0.09
H -5.36 -4.71 -2.48 0.09
H -4.65 -3.93 -3.90 0.09
C -2.17 -4.84 -2.58 -0.26
H -1.22 -4.85 -2.04 0.03
H -1.98 -4.59 -3.64 0.06
H -2.64 -5.83 -2.50 0.06
C -3.91 -4.24 -0.28 -0.22
H -4.65 -5.03 -0.47 0.05
H -4.38 -3.44 0.31 0.05
H -3.07 -4.64 0.30 0.04
C -4.82 -0.20 -4.03 -0.24
H -4.42 0.82 -3.94 0.05
H -5.89 -0.13 -4.31 0.06
H -4.27 -0.73 -4.81 0.05
C -5.62 0.03 -1.28 -0.23
H -5.34 -0.15 -0.23 0.03
H -6.69 -0.18 -1.40 0.07
H -5.40 1.07 -1.53 0.05
O -1.70 -0.10 -2.98 -0.29
N -0.91 0.69 -3.68 -0.13
C -0.20 0.13 -4.69 0.02
C 0.92 0.79 -5.16 -0.02
C 1.21 2.08 -4.70 -0.03
C 0.37 2.67 -3.75 -0.02
C -0.69 1.95 -3.22 0.03
H -0.49 -0.87 -5.00 0.15
H 1.55 0.29 -5.91 0.13
H 2.07 2.63 -5.11 0.13
H 0.55 3.69 -3.40 0.13
H -1.32 2.32 -2.41 0.15